# 1
The following is a quantum chemistry calculation of 4 unconnected molecules or ions with the total composition C3H5N3O in a non-equilibrium geometry, from the OMol25 dataset.

```
12
Properties=species:S:1:pos:R:3:nbo_charge:R:1
C 2.5453 -0.0424 0.3458 -0.271
C -0.6139 1.0509 -0.0582 -0.067
C -1.8989 0.6225 -0.0398 -0.140
H 3.4339 -1.5103 -0.8141 0.217
H 3.4763 1.6092 0.4543 0.208
H 1.6257 -0.3635 2.0301 0.207
H -0.1171 2.0744 0.3000 0.238
H -2.8192 1.1435 -0.1250 0.223
N 0.1939 -0.0004 -0.0081 0.041
N -1.8747 -0.7383 0.1706 -0.184
N -0.6713 -1.1162 0.0099 -0.056
O 1.3338 0.0307 -0.5674 -0.418
```

Its max |F| is 5.9 eV/A. The HOMO energy comes out at -9.67 eV. The calculation puts the gap between HOMO and LUMO at 7.064 eV. As for the LUMO energy: -2.60 eV.

---

# 2
The following is a quantum chemistry calculation of C3H7N3OS in the gas phase in a non-equilibrium geometry, from the OMol25 dataset.

```
15
Properties=species:S:1:pos:R:3:nbo_charge:R:1
H -1.4919 -2.6655 -0.1785 0.351
N -1.7000 -1.6780 -0.1272 -0.798
C -0.6298 -0.9679 0.0401 0.549
N 0.6516 -1.4583 0.2960 -0.783
S 2.0225 -0.6576 -0.4250 0.391
C 1.5844 0.9377 0.3144 -0.554
C 0.1995 1.3757 -0.1830 -0.234
N -0.8102 0.3993 0.1949 -0.151
O -2.0412 0.8318 -0.3113 -0.564
H 0.7234 -2.4826 0.3155 0.409
H 2.3475 1.6541 0.0457 0.240
H 1.5530 0.8537 1.4096 0.231
H 0.2095 1.5290 -1.2815 0.195
H -0.0939 2.3313 0.2685 0.218
H -2.5245 -0.0026 -0.3782 0.501
```

As for the SMILES: [H]/N=C1\NSCCN1O. Its max |F| is 1.1 eV/A. The HOMO energy comes out at -8.73 eV. The calculation puts the gap between HOMO and LUMO at 9.267 eV. As for the LUMO energy: 0.54 eV.